Formula: C52H67N9O2S
Source: the OMol25 dataset
Level of theory: ωB97M-V/def2-TZVPD

Each line ends with the Mulliken charge.
Atoms and positions in Å:
C1 9.9278 -1.0802 -1.1141  -1.9004
C2 8.7233 -1.4646 -0.1688  2.1965
C3 9.3137 -1.5484 1.2535  -1.6965
C4 8.2241 -2.8543 -0.7135  -1.6228
C5 7.6276 -0.3620 -0.4082  -2.0138
C6 6.6706 -0.0192 0.7670  2.9788
C7 7.2745 1.0003 1.7909  -1.6134
C8 6.0601 -1.2813 1.4924  -1.6344
C9 5.4150 0.7366 0.1888  -0.1558
C10 4.3383 1.0108 1.0706  -0.3234
C11 3.1858 1.6418 0.6116  -0.6218
C12 3.0398 2.0318 -0.7371  0.0070
O1 1.8433 2.6209 -1.1285  -0.5147
C13 1.0737 1.6574 -1.8544  -0.6491
C14 0.3918 0.5828 -0.9920  -0.3585
O2 -0.9211 0.9721 -0.5486  -0.3940
C15 -1.6467 -0.2315 -0.3098  -0.6838
C16 -2.8574 -0.0110 0.6230  -0.3628
C17 -3.7690 -1.2647 0.5252  0.4595
C18 -5.2260 -1.1558 0.5418  -0.8068
C19 -6.0129 -2.2711 0.4164  -0.8854
C20 -5.4238 -3.5667 0.2694  0.5968
N1 -5.9981 -4.7833 0.1153  -0.6754
S1 -4.7858 -5.8368 -0.0164  0.1479
N2 -3.4284 -4.9139 0.1102  -0.6573
C21 -3.9746 -3.6918 0.2694  0.9140
C22 -3.1731 -2.4962 0.4043  -0.5409
C23 4.1087 1.7974 -1.5995  -0.9267
C24 5.2812 1.1606 -1.1366  -0.4649
H1 9.6110 -0.9438 -2.1592  0.3603
H2 10.6728 -1.8892 -0.9909  0.5014
H3 10.3899 -0.1680 -0.6905  0.4460
H4 9.7395 -0.5896 1.5992  0.2217
H5 8.6360 -1.9407 2.0275  0.1830
H6 10.1678 -2.2566 1.2088  0.4951
H7 9.1215 -3.4167 -1.0352  0.4457
H8 7.7233 -3.4665 0.0538  0.3682
H9 7.6136 -2.7016 -1.6201  0.3302
H10 7.0975 -0.6516 -1.3344  0.4709
H11 8.1768 0.5746 -0.6520  0.4157
H12 8.1359 0.5982 2.3440  0.4116
H13 6.4880 1.1857 2.5506  0.4244
H14 7.4598 1.9824 1.3223  0.3544
H15 5.9467 -1.0468 2.5681  0.3630
H16 6.6513 -2.1941 1.3474  0.2159
H17 5.0510 -1.4983 1.0963  0.3479
H18 4.3791 0.7242 2.1291  0.2716
H19 2.3507 1.8536 1.2910  0.5165
H20 0.2800 2.1328 -2.4624  0.3543
H21 1.7093 1.1187 -2.5871  0.3476
H22 0.9743 0.2595 -0.1088  0.3254
H23 0.2682 -0.3238 -1.6272  0.3288
H24 -0.9477 -0.9081 0.2294  0.3417
H25 -1.9821 -0.7262 -1.2432  0.4382
H26 -2.5817 0.1410 1.6813  0.2465
H27 -3.4724 0.8558 0.3118  0.3081
H28 -5.6636 -0.1542 0.6279  0.5669
H29 -7.1035 -2.1711 0.4324  0.4221
H30 -2.0903 -2.6465 0.3992  0.3631
H31 4.0364 2.0844 -2.6565  0.5820
H32 6.0736 0.9843 -1.8706  0.3746
N3 7.0898 4.6480 -4.9242  0.0356
C25 5.8080 4.6345 -5.4029  -0.5673
C26 4.9590 4.5462 -4.3312  -0.4688
C27 5.7602 4.5101 -3.1587  -0.2012
C28 7.0688 4.5771 -3.5568  -0.7528
H33 7.9180 4.7021 -5.4885  0.1915
H34 5.6121 4.6877 -6.4608  0.3852
H35 3.8825 4.5125 -4.3813  0.4549
H36 5.4143 4.4431 -2.1400  0.5343
H37 7.9840 4.5795 -2.9885  0.4025
N4 12.0494 -3.5273 5.0902  0.0234
C29 10.8400 -3.0988 5.5659  -0.6033
C30 9.8820 -3.4378 4.6476  -0.3784
C31 10.5388 -4.1019 3.5775  -0.2854
C32 11.8735 -4.1438 3.8808  -0.6509
H38 12.9300 -3.4083 5.5566  0.1917
H39 10.7667 -2.5905 6.5128  0.3928
H40 8.8269 -3.2336 4.7334  0.4227
H41 10.0824 -4.5033 2.6873  0.4999
H42 12.7108 -4.5561 3.3429  0.3884
N5 -7.1281 0.7406 -2.1026  0.1042
C33 -6.9091 1.5007 -3.2196  -0.8676
C34 -7.6591 2.6412 -3.1074  -0.1031
C35 -8.3546 2.5700 -1.8708  -0.4721
C36 -8.0043 1.3877 -1.2735  -0.4833
H43 -6.7096 -0.1545 -1.9185  0.1955
H44 -6.2416 1.1641 -3.9952  0.3795
H45 -7.7036 3.4396 -3.8308  0.3949
H46 -9.0337 3.3031 -1.4657  0.4506
H47 -8.3023 0.9518 -0.3339  0.4224
N6 -3.9981 3.1364 2.6208  0.0540
C37 -5.2629 3.3212 2.1320  -0.6903
C38 -6.1147 3.4318 3.1991  -0.3960
C39 -5.3305 3.3136 4.3790  -0.3105
C40 -4.0302 3.1351 3.9885  -0.7456
H48 -3.1721 3.0198 2.0604  0.2061
H49 -5.4469 3.3569 1.0706  0.5409
H50 -7.1815 3.5822 3.1398  0.4774
H51 -5.6810 3.3562 5.3980  0.4883
H52 -3.1283 3.0065 4.5632  0.4045
N7 -8.0819 1.8742 5.9531  0.0709
C41 -8.9689 2.5878 6.7123  -0.2793
C42 -9.4709 1.7505 7.6735  -0.6028
C43 -8.8584 0.4826 7.4904  -0.4880
C44 -8.0055 0.5923 6.4238  -0.4762
H53 -7.5650 2.2361 5.1702  0.2512
H54 -9.1661 3.6259 6.5025  0.3615
H55 -10.1957 2.0174 8.4253  0.3839
H56 -9.0245 -0.4075 8.0752  0.3861
H57 -7.3534 -0.1288 5.9596  0.3749
N8 -11.1152 5.2397 -5.3633  -0.0061
C45 -10.1109 5.3437 -4.4402  -0.4078
C46 -9.4097 6.4897 -4.7070  -0.3239
C47 -10.0187 7.1048 -5.8334  -0.4457
C48 -11.0686 6.3116 -6.2130  -0.4938
H58 -11.7836 4.4924 -5.4097  0.1919
H59 -9.9825 4.5942 -3.6768  0.3282
H60 -8.5558 6.8484 -4.1557  0.3935
H61 -9.7200 8.0245 -6.3093  0.3916
H62 -11.7837 6.4156 -7.0119  0.3733
N9 -3.5727 -8.6263 -2.3715  0.1128
C49 -2.5228 -9.3172 -2.9129  -0.4487
C50 -3.0220 -10.4476 -3.5034  -0.4246
C51 -4.4298 -10.4361 -3.3158  -0.5337
C52 -4.7387 -9.2995 -2.6170  -0.2829
H63 -3.4991 -7.7586 -1.8716  0.1465
H64 -1.5150 -8.9460 -2.8298  0.3535
H65 -2.4428 -11.1992 -4.0145  0.3829
H66 -5.1345 -11.1773 -3.6557  0.3753
H67 -5.6837 -8.9127 -2.2732  0.3304

**Spin multiplicity**: 1

Formula: C52H70AsClN3O5P2SeSiSn
Source: the OMol25 dataset
Level of theory: ωB97M-V/def2-TZVPD

Each line ends with the Mulliken charge.
Atoms and positions in Å:
Sn1 0.5478 0.5114 0.4571  1.2952
C1 -2.9811 0.3390 -0.9328  -0.4639
Si1 -1.8121 -0.8964 -0.1588  1.1043
C2 -2.6497 -1.3953 1.4624  0.1003
C3 -3.9412 -1.9258 1.3335  -0.0135
C4 -4.6668 -2.3307 2.4414  -1.3044
C5 -4.1072 -2.2203 3.7080  -1.1226
C6 -2.8361 -1.6948 3.8551  -1.0924
C7 -2.1035 -1.2635 2.7478  0.4943
P1 -0.4561 -0.5085 2.9146  -0.0674
C8 -0.4688 0.8737 4.1472  0.1844
C9 -1.1193 0.7076 5.5383  -1.2885
C10 -2.6152 1.0512 5.6243  -0.4825
C11 -2.9433 2.3834 4.9566  -1.3787
C12 -2.4655 2.3503 3.5064  0.3251
C13 -0.9443 2.1863 3.4779  -0.5405
C14 0.7465 -1.7910 3.5178  0.9911
C15 1.0279 -1.9438 5.0228  -1.1956
C16 0.1097 -2.9225 5.7555  -0.3437
C17 0.1081 -4.2780 5.0480  -1.3792
C18 -0.3880 -4.1148 3.6118  -0.3054
C19 0.5155 -3.1588 2.8244  -1.1139
C20 -1.5988 -2.3951 -1.2712  0.6114
C21 -2.0675 -3.6276 -0.7970  -0.1508
C22 -2.2101 -4.7158 -1.6473  -1.0714
C23 -1.9130 -4.5735 -2.9934  -0.9933
C24 -1.4106 -3.3706 -3.4706  -0.4115
C25 -1.2015 -2.2820 -2.6226  -0.0392
P2 -0.3620 -0.7377 -3.1699  0.0990
C26 -0.8598 -0.6250 -4.9708  0.5170
C27 -2.3874 -0.5252 -5.1446  -1.6377
C28 -2.9404 0.8372 -4.7007  0.9801
C29 -2.2466 1.9952 -5.4201  -1.1624
C30 -0.7330 1.9171 -5.2170  -0.3492
C31 -0.2168 0.5627 -5.7143  -1.6744
C32 1.3834 -1.3947 -3.2695  1.0534
C33 1.6822 -2.4953 -4.3114  -1.1076
C34 2.3450 -1.9419 -5.5754  -0.5296
C35 3.7055 -1.2881 -5.2564  -1.0244
C36 3.7610 -0.7834 -3.8077  -0.6755
C37 2.4006 -0.2356 -3.3770  0.1181
H1 -3.9938 0.1795 -0.5445  0.7693
H2 -2.9988 0.2308 -2.0173  0.0124
H3 -2.6569 1.3476 -0.6809  -0.6073
H4 -4.3833 -2.0306 0.3464  0.5377
H5 -5.6667 -2.7343 2.3194  0.4101
H6 -4.6601 -2.5425 4.5826  0.4521
H7 -2.4029 -1.6314 4.8445  0.7641
H8 0.6125 0.9678 4.2908  0.7190
H9 -0.5839 1.3969 6.2018  0.5140
H10 -0.9471 -0.2947 5.9379  0.1399
H11 -2.9022 1.0723 6.6782  0.5068
H12 -3.2190 0.2839 5.1445  0.1290
H13 -2.4359 3.2007 5.4813  0.3786
H14 -4.0186 2.5736 5.0113  0.4507
H15 -2.7479 3.2693 2.9886  0.2443
H16 -2.9459 1.5150 2.9795  -0.3188
H17 -0.4956 3.0257 4.0163  0.7725
H18 -0.5756 2.2496 2.4530  -0.4182
H19 1.6570 -1.3573 3.0952  0.0743
H20 1.0441 -0.9699 5.5175  0.3997
H21 2.0476 -2.3391 5.0972  0.5550
H22 -0.9133 -2.5403 5.7954  0.0459
H23 0.4517 -3.0258 6.7861  0.4761
H24 -0.5132 -4.9945 5.5908  0.5110
H25 1.1297 -4.6762 5.0361  0.3799
H26 -1.4143 -3.7464 3.6320  0.0544
H27 -0.4026 -5.0810 3.1004  0.5348
H28 0.1238 -3.0119 1.8148  0.0615
H29 1.4870 -3.6372 2.6997  0.7504
H30 -2.3419 -3.7358 0.2471  0.5055
H31 -2.5713 -5.6633 -1.2609  0.4522
H32 -2.0616 -5.4020 -3.6775  0.4494
H33 -1.1856 -3.2899 -4.5283  0.3271
H34 -0.5024 -1.5466 -5.4379  0.7493
H35 -2.8968 -1.3238 -4.6042  0.4717
H36 -2.6096 -0.6626 -6.2089  0.4909
H37 -2.7785 0.9531 -3.6259  -0.7025
H38 -4.0180 0.8700 -4.8749  0.4050
H39 -2.6401 2.9521 -5.0625  0.5017
H40 -2.4664 1.9450 -6.4927  0.4227
H41 -0.4970 2.0231 -4.1523  -0.1072
H42 -0.2288 2.7271 -5.7480  0.4608
H43 0.8706 0.5250 -5.6708  0.3382
H44 -0.4882 0.4642 -6.7711  0.5755
H45 1.4979 -1.8361 -2.2795  -0.5860
H46 0.7816 -3.0515 -4.5667  0.3565
H47 2.3610 -3.2253 -3.8561  0.5531
H48 1.6831 -1.2136 -6.0522  -0.0048
H49 2.4816 -2.7519 -6.2927  0.5803
H50 3.8888 -0.4565 -5.9413  0.3263
H51 4.5151 -2.0056 -5.4102  0.3486
H52 4.5446 -0.0256 -3.7038  0.5245
H53 4.0266 -1.6161 -3.1512  0.1197
H54 2.0812 0.5157 -4.1043  0.1139
H55 2.4661 0.2768 -2.4137  -0.0284
O1 5.0499 -4.2706 -0.1266  -0.5731
C38 5.8808 -3.2613 -0.2196  0.5566
O2 7.0119 -3.3922 -0.6019  -0.6069
C39 5.3976 -1.8794 0.1886  -0.0506
C40 6.2457 -0.7917 0.1599  0.2231
Cl1 7.8356 -0.6762 -0.3735  -0.1133
N1 5.5572 0.3110 0.5498  0.0796
N2 4.2611 -0.0547 0.8134  0.8486
C41 4.1375 -1.3816 0.6007  -0.4110
C42 2.7819 -2.0717 0.5923  0.2460
O3 2.7973 -3.3028 0.6309  -0.8702
O4 1.6999 -1.4038 0.5170  1.0016
C43 5.8718 1.6657 0.6067  0.6023
C44 7.1305 2.1773 0.8220  -0.7487
C45 7.3052 3.5526 0.8568  -0.9735
C46 6.2028 4.4431 0.7048  -0.4954
C47 4.9536 3.9696 0.5385  -1.1903
C48 4.6628 2.5137 0.5012  1.3110
H56 4.1553 -4.0051 0.2292  0.4397
H57 7.9729 1.5163 0.9523  0.4634
H58 8.2965 3.9555 1.0216  0.3751
H59 6.3761 5.5124 0.7449  0.4172
H60 4.1027 4.6329 0.4760  0.5327
H61 4.1192 2.2473 -0.4187  -0.0219
Se1 3.1565 3.1315 2.9385  -0.2198
C49 3.7465 2.0246 1.6480  -0.3424
N3 3.4491 0.7213 1.6323  -0.6806
C50 -2.3915 4.8735 0.9112  -1.3974
As1 -1.2936 4.0703 -0.4402  0.2920
C51 0.1647 5.2829 -0.7425  -1.2171
C52 -2.3172 3.9726 -2.0630  -0.9428
O5 -0.7150 2.5796 0.0039  -1.0038
H62 -2.7378 5.8460 0.5587  0.5314
H63 -1.7959 5.0010 1.8104  0.4256
H64 -3.2446 4.2324 1.1218  0.4287
H65 -0.1837 6.1965 -1.2229  0.4864
H66 0.9001 4.7908 -1.3734  0.3271
H67 0.6069 5.5243 0.2203  0.3987
H68 -2.3019 4.9416 -2.5609  0.5479
H69 -3.3441 3.6912 -1.8437  0.4602
H70 -1.8613 3.2188 -2.7022  -0.0341

**Total charge**: +1
**Spin multiplicity**: 1

Formula: C52H70GeN3O3P2SSc
Source: the OMol25 dataset
Level of theory: ωB97M-V/def2-TZVPD

Each line ends with the Mulliken spin population.
Atoms and positions in Å:
Sc1 0.8562 1.0044 1.2190  -0.2358
C1 -0.0839 4.4659 0.1729  0.0002
C2 1.3505 3.9969 -0.0131  -0.0169
C3 2.3062 5.1381 0.3080  -0.0011
C4 1.5854 3.4927 -1.4321  0.0056
O1 1.5665 2.9070 0.9263  0.0431
Ge1 3.3873 2.5211 1.6043  0.0006
O2 2.2923 1.2321 2.6277  0.0126
C5 2.7939 0.6155 3.8512  -0.0364
C6 1.7467 -0.3923 4.2986  0.0546
C7 4.1170 -0.0746 3.5501  0.0038
C8 2.9972 1.6870 4.9126  0.0003
O3 3.4538 1.3388 0.1793  -0.0038
C9 4.6330 1.0275 -0.5877  0.0000
C10 4.1453 0.4018 -1.8900  0.0003
C11 5.4230 2.2997 -0.8913  -0.0001
C12 5.5194 0.0492 0.1745  -0.0007
H1 -0.3365 5.2107 -0.5839  -0.0030
H2 -0.2159 4.9241 1.1531  0.0144
H3 -0.7772 3.6281 0.0837  0.0184
H4 2.0500 6.0056 -0.3021  -0.0002
H5 3.3445 4.8792 0.0862  0.0002
H6 2.2302 5.4245 1.3584  0.0002
H7 0.9015 2.6748 -1.6699  -0.0022
H8 1.4205 4.2979 -2.1512  -0.0003
H9 2.6027 3.1274 -1.5446  0.0022
H10 1.6775 -1.2100 3.5810  -0.0311
H11 0.7707 0.0917 4.3824  0.0195
H12 2.0117 -0.8063 5.2730  0.0001
H13 4.0042 -0.7742 2.7240  -0.0010
H14 4.4598 -0.6200 4.4312  -0.0005
H15 4.8903 0.6564 3.3003  -0.0003
H16 2.0541 2.1143 5.2486  0.0013
H17 3.6381 2.4897 4.5440  0.0001
H18 3.4888 1.2402 5.7785  0.0000
H19 3.4985 1.0999 -2.4253  0.0000
H20 3.5779 -0.5036 -1.6762  0.0003
H21 4.9873 0.1476 -2.5370  0.0000
H22 4.8187 3.0161 -1.4503  0.0000
H23 6.3023 2.0629 -1.4927  0.0000
H24 5.7736 2.7779 0.0264  0.0001
H25 5.9027 0.5058 1.0899  0.0000
H26 6.3770 -0.2420 -0.4361  0.0000
H27 4.9578 -0.8458 0.4395  0.0005
C13 -0.3326 -1.2579 -1.7484  0.0244
C14 -1.3281 -0.3385 -2.4539  -0.0046
P1 -1.6473 1.1530 -1.4224  0.0683
C15 -2.3658 2.2804 -2.6691  0.0084
C16 -1.7215 3.4636 -3.0113  -0.0009
C17 -2.2429 4.2924 -3.9983  0.0000
C18 -3.4127 3.9407 -4.6508  0.0001
C19 -4.0651 2.7586 -4.3167  -0.0002
C20 -3.5465 1.9354 -3.3321  0.0013
C21 -3.1516 0.6773 -0.5010  -0.0426
C22 -3.4459 -0.6498 -0.2011  0.0234
C23 -4.5758 -0.9716 0.5410  0.0024
C24 -5.4208 0.0290 0.9960  -0.0011
C25 -5.1335 1.3566 0.7013  0.0083
C26 -4.0065 1.6779 -0.0375  0.0166
P2 -0.3561 -3.0875 -2.0291  0.0010
C27 0.1829 -3.2449 -3.7695  -0.0003
C28 0.6910 -2.2081 -4.5476  0.0001
C29 1.1363 -2.4458 -5.8430  0.0000
C30 1.0723 -3.7212 -6.3806  0.0000
C31 0.5704 -4.7656 -5.6136  0.0000
C32 0.1402 -4.5292 -4.3185  0.0000
C33 -2.1356 -3.4865 -2.1455  0.0000
C34 -2.9180 -3.2499 -3.2755  -0.0001
C35 -4.2724 -3.5496 -3.2673  0.0000
C36 -4.8592 -4.0965 -2.1332  0.0000
C37 -4.0872 -4.3550 -1.0099  0.0000
C38 -2.7320 -4.0560 -1.0204  0.0005
H28 -0.3849 -1.1295 -0.6552  -0.0077
H29 0.6920 -0.9496 -1.9825  0.0020
H30 -2.2697 -0.8386 -2.6860  0.0011
H31 -0.9284 0.0275 -3.4005  -0.0018
H32 -0.8069 3.7446 -2.5070  0.0074
H33 -1.7339 5.2132 -4.2532  0.0000
H34 -3.8203 4.5854 -5.4186  0.0000
H35 -4.9811 2.4832 -4.8233  0.0000
H36 -4.0688 1.0234 -3.0652  0.0002
H37 -2.8066 -1.4501 -0.5474  -0.0065
H38 -4.7957 -2.0114 0.7514  0.0002
H39 -6.3053 -0.2211 1.5679  -0.0001
H40 -5.7927 2.1441 1.0445  0.0002
H41 -3.7967 2.7168 -0.2678  -0.0022
H42 0.7503 -1.2018 -4.1534  0.0001
H43 1.5275 -1.6267 -6.4331  0.0000
H44 1.4135 -3.9037 -7.3912  0.0000
H45 0.5188 -5.7657 -6.0249  0.0000
H46 -0.2457 -5.3520 -3.7248  0.0000
H47 -2.4625 -2.8371 -4.1684  0.0000
H48 -4.8713 -3.3627 -4.1493  0.0000
H49 -5.9155 -4.3324 -2.1318  0.0000
H50 -4.5384 -4.8004 -0.1317  -0.0001
H51 -2.1220 -4.2612 -0.1462  -0.0003
C39 3.2643 -3.6628 -1.0260  0.0013
N1 2.2386 -3.9085 -0.0262  0.0000
C40 1.6831 -5.1363 0.2583  -0.0003
C41 0.7170 -4.9365 1.1717  0.0001
N2 0.6867 -3.5735 1.4331  0.0009
C42 1.6181 -2.9415 0.6820  -0.0122
S1 2.1600 -1.3238 0.6786  -0.0056
C43 -0.1939 -2.9873 2.3936  0.0220
C44 -0.1992 -3.5127 3.6746  0.0112
C45 -1.1196 -2.9981 4.5742  -0.0022
C46 -1.9771 -1.9997 4.1473  0.0277
C47 -1.8698 -1.5401 2.8434  0.0409
N3 -0.9851 -2.0180 1.9655  -0.0039
H52 3.4244 -4.5825 -1.5824  0.0000
H53 4.1917 -3.3442 -0.5532  -0.0001
H54 2.9245 -2.8854 -1.7080  -0.0007
H55 2.0162 -6.0378 -0.2244  0.0000
H56 0.0321 -5.6155 1.6467  0.0000
H57 0.5027 -4.2880 3.9503  -0.0002
H58 -1.1622 -3.3736 5.5879  -0.0001
H59 -2.7188 -1.5732 4.8085  0.0013
H60 -2.5344 -0.7694 2.4760  -0.0239
C48 -1.9532 1.5696 4.4648  0.0955
C49 -1.3937 2.4253 3.3116  0.2385
C50 -2.5240 3.3482 2.8323  0.0932
C51 -0.2423 3.2779 3.8416  0.1074
C52 -0.9587 1.5023 2.1984  0.0733
H61 -2.3129 2.2171 5.2689  0.0060
H62 -1.1921 0.9049 4.8796  -0.0368
H63 -2.7956 0.9624 4.1233  0.0006
H64 -2.8108 4.0375 3.6310  0.0044
H65 -3.4031 2.7686 2.5478  -0.0004
H66 -2.2135 3.9419 1.9704  -0.0362
H67 0.1037 3.9875 3.0884  -0.0153
H68 0.6071 2.6526 4.1085  -0.0353
H69 -0.5519 3.8422 4.7248  -0.0010
H70 -1.8507 1.0413 1.7518  0.5075

**Total charge**: +1
**Spin multiplicity**: 2

Total energy, record by record: -3063.00199 -8847.60127 -6331.95852 hartree